Computed, not measured: a 3-piece molecular cluster, C17H41BFO10P2 overall in a non-equilibrium geometry, with ωB97M-V with the def2-TZVPD basis set.

Results
F_max = 0.1363 hartree/bohr
Kohn-Sham gap = 5.679 eV
Energy above the lowest of the compared OMol25 structures with the same formula, charge and spin = 83.4 kJ/mol
Energy = -60744.6402 eV
HOMO energy = -4.00 eV
LUMO = 1.68 eV

Structure (ORCA input):
```
! wB97M-V def2-TZVPD RIJCOSX def2/J DEFGRID3
* xyz -1 1
C 0.112 -3.451 1.612
C -0.463 -2.128 2.207
C -1.867 -1.784 1.743
F -2.074 -0.402 2.031
C -2.995 -2.562 2.471
C -4.199 -2.849 1.472
O -4.478 -4.214 1.633
B -3.199 -4.795 2.141
O -2.648 -3.759 3.074
H -0.608 -4.048 1.054
H 0.951 -3.214 0.941
H 0.553 -4.033 2.425
H 0.193 -1.315 1.869
H -0.425 -2.207 3.295
H -2.005 -1.868 0.661
H -3.431 -1.862 3.203
H -4.043 -2.594 0.405
H -5.114 -2.302 1.764
H -3.442 -5.895 2.582
H -2.451 -4.730 1.157
O 6.253 -1.187 0.911
P 5.379 -1.885 -0.079
O 5.318 -0.825 -1.341
C 6.438 -0.019 -1.672
C 7.562 -0.813 -2.311
O 3.909 -1.688 0.580
C 3.726 -1.178 1.899
C 3.509 0.321 1.857
O 4.717 -3.116 -0.947
C 5.436 -3.697 -2.030
C 6.660 -4.459 -1.565
H 6.801 0.525 -0.797
H 6.081 0.732 -2.380
H 7.884 -1.631 -1.662
H 8.420 -0.171 -2.514
H 7.237 -1.251 -3.257
H 4.557 -1.447 2.550
H 2.831 -1.658 2.300
H 4.365 0.833 1.415
H 3.344 0.716 2.860
H 2.642 0.559 1.239
H 5.695 -2.933 -2.766
H 4.746 -4.383 -2.523
H 7.358 -3.803 -1.035
H 7.181 -4.907 -2.412
H 6.376 -5.253 -0.873
O -4.803 3.343 -2.216
P -3.846 4.153 -1.406
O -4.515 4.161 0.092
C -5.217 3.021 0.584
C -4.281 1.880 0.924
O -4.191 5.664 -1.923
C -5.039 5.901 -3.038
C -6.469 6.117 -2.586
O -2.410 4.760 -0.889
C -1.575 3.972 -0.038
C -1.008 2.760 -0.748
H -5.985 2.697 -0.122
H -5.740 3.342 1.487
H -3.678 1.596 0.058
H -4.837 1.004 1.259
H -3.596 2.166 1.723
H -4.967 5.098 -3.771
H -4.673 6.809 -3.525
H -6.852 5.244 -2.057
H -7.119 6.322 -3.439
H -6.524 6.958 -1.893
H -2.116 3.687 0.866
H -0.759 4.623 0.280
H -1.806 2.103 -1.108
H -0.365 2.187 -0.080
H -0.424 3.066 -1.618
*
```


Computed, not measured: a 2-piece molecular cluster, C3H5N3 overall, with ωB97M-V with the def2-TZVPD basis set.

Results
F_max = 0.0064 hartree/bohr
Kohn-Sham gap = 9.003 eV
Energy above the lowest of the compared OMol25 structures with the same formula, charge and spin = 502.7 kJ/mol
Energy = -7657.2459 eV
HOMO energy = -9.67 eV
LUMO = -0.67 eV

Structure (ORCA input):
```
! wB97M-V def2-TZVPD RIJCOSX def2/J DEFGRID3
* xyz 0 1
C -0.167 1.207 1.602
N 0.673 -0.024 -0.129
C 0.283 -1.329 0.067
N -0.566 -1.694 -0.843
N -0.742 -0.626 -1.701
C 0.010 0.344 -1.278
H -0.758 1.856 0.919
H 1.435 0.456 0.333
H -0.909 0.425 1.875
H 0.638 -1.934 0.889
H 0.104 1.320 -1.733
*
```


Computed, not measured: one molecule with the formula C5H6N2O in a non-equilibrium geometry, with ωB97M-V with the def2-TZVPD basis set.

Results
F_max = 0.0905 hartree/bohr
Kohn-Sham gap = 8.868 eV
Energy above the lowest of the compared OMol25 structures with the same formula, charge and spin = 342.4 kJ/mol
Energy = -10306.0546 eV
HOMO energy = -8.71 eV
LUMO = 0.16 eV

Structure (ORCA input):
```
! wB97M-V def2-TZVPD RIJCOSX def2/J DEFGRID3
* xyz 0 1
C -0.846 -0.568 -1.700
C -0.132 0.036 -0.413
C -0.424 1.253 0.029
N 0.182 1.497 1.282
C 1.019 0.435 1.515
C 0.845 -0.457 0.512
N 1.273 -1.772 0.754
O 0.782 -2.612 0.005
H 0.022 -1.162 -2.227
H -1.609 -1.344 -1.435
H -1.316 0.287 -2.297
H -1.012 1.979 -0.477
H -0.137 2.437 1.835
H 1.354 -0.010 2.616
*
```


Computed, not measured: C37H53BN4O3P2SYb as an isolated structure in a non-equilibrium geometry, with ωB97M-V with the def2-TZVPD basis set.

Results
Expectation value of S² = 0.75
F_max = 0.0524 hartree/bohr
Kohn-Sham gap (alpha / beta) = 4.984 / 4.986 eV
Energy above the lowest of the compared OMol25 structures with the same formula, charge and spin = 17.2 kJ/mol
Energy = -112955.1631 eV
HOMO energy (alpha / beta) = -2.90 / -2.90 eV
LUMO (alpha / beta) = 2.08 / 2.08 eV

Structure (ORCA input):
```
! wB97M-V def2-TZVPD RIJCOSX def2/J DEFGRID3
* xyz -1 2
Yb -0.309 -0.424 1.189
C 3.667 -2.152 0.523
C 3.599 -0.646 0.816
C 5.002 -0.073 0.994
C 2.833 -0.511 2.142
P 2.507 0.144 -0.498
C 2.394 1.964 -0.040
N 1.066 2.416 -0.398
B -0.140 1.715 0.022
N -1.170 2.395 -0.747
C -2.561 2.014 -0.756
P -2.696 0.155 -0.568
C -2.771 -0.452 -2.329
C -1.463 0.052 -2.957
C -2.730 -1.982 -2.318
C -3.960 0.025 -3.161
C -4.355 -0.008 0.297
C -4.807 -1.466 0.244
C -5.477 0.895 -0.220
C -4.062 0.342 1.764
C -0.625 3.375 -1.545
C -1.202 4.247 -2.447
C -0.379 5.131 -3.142
C 0.990 5.146 -2.927
C 1.581 4.277 -2.013
C 0.776 3.388 -1.325
C 3.442 0.256 -2.144
C 4.575 1.286 -2.227
C 3.997 -1.116 -2.534
C 2.377 0.644 -3.181
H 2.677 -2.545 0.282
H 4.030 -2.668 1.414
H 4.346 -2.387 -0.291
H 5.501 -0.564 1.833
H 4.981 0.997 1.201
H 5.614 -0.242 0.109
H 3.419 -0.981 2.937
H 1.889 -1.074 2.124
H 2.641 0.520 2.447
H 3.153 2.574 -0.532
H 2.545 2.083 1.039
H -3.049 2.363 -1.674
H -3.093 2.480 0.082
H -0.609 -0.192 -2.321
H -1.472 1.128 -3.127
H -1.326 -0.446 -3.919
H -1.950 -2.348 -1.655
H -2.509 -2.341 -3.325
H -3.681 -2.414 -2.014
H -4.109 1.102 -3.111
H -4.885 -0.467 -2.857
H -3.784 -0.232 -4.209
H -5.201 -1.727 -0.738
H -5.603 -1.628 0.974
H -3.985 -2.147 0.476
H -5.787 0.623 -1.227
H -5.187 1.943 -0.226
H -6.350 0.803 0.430
H -3.319 -0.340 2.195
H -4.977 0.227 2.351
H -3.707 1.364 1.896
H -2.272 4.252 -2.611
H -0.818 5.818 -3.852
H 1.610 5.845 -3.471
H 2.650 4.302 -1.848
H 5.249 1.255 -1.375
H 4.190 2.299 -2.320
H 5.165 1.091 -3.125
H 4.904 -1.355 -1.979
H 4.256 -1.102 -3.595
H 3.271 -1.911 -2.374
H 1.880 1.580 -2.934
H 1.619 -0.129 -3.275
H 2.858 0.770 -4.154
N -0.118 -2.169 0.125
C 0.092 -3.198 -0.674
C 0.632 -3.061 -1.989
C 0.849 -4.136 -2.823
C 0.544 -5.433 -2.423
C 0.006 -5.607 -1.149
C -0.212 -4.542 -0.306
H 0.860 -2.055 -2.322
H 1.262 -3.960 -3.813
H 0.712 -6.276 -3.079
H -0.247 -6.606 -0.809
H -0.631 -4.700 0.682
O -0.911 -1.470 3.268
C -0.620 -0.440 3.914
N -0.352 0.708 3.276
S 0.084 1.904 4.291
O 1.473 2.235 4.102
O -0.876 2.973 4.273
C -0.112 0.929 5.767
C 0.067 1.285 7.085
C -0.161 0.301 8.044
C -0.555 -0.989 7.684
C -0.733 -1.332 6.352
C -0.504 -0.347 5.399
H 0.371 2.283 7.361
H -0.031 0.541 9.091
H -0.723 -1.729 8.455
H -1.036 -2.324 6.050
*
```


Computed, not measured: a 3-piece molecular cluster, C18H43N3O6 overall, with ωB97M-V with the def2-TZVPD basis set.

Results
F_max = 0.0108 hartree/bohr
Kohn-Sham gap = 9.175 eV
Energy above the lowest of the compared OMol25 structures with the same formula, charge and spin = 0.0 kJ/mol
Energy = -36116.4752 eV
HOMO energy = -8.41 eV
LUMO = 0.77 eV

Structure (ORCA input):
```
! wB97M-V def2-TZVPD RIJCOSX def2/J DEFGRID3
* xyz 0 1
C -0.595 2.224 3.634
C -1.098 2.367 2.196
C -1.925 1.209 1.710
O -1.756 0.642 0.661
O -2.894 0.839 2.577
C -4.138 0.353 1.985
N -4.877 -0.355 3.000
C -4.924 1.530 1.429
C -5.062 2.697 2.402
H 0.336 1.658 3.649
H -0.411 3.201 4.079
H -1.325 1.706 4.256
H -1.738 3.250 2.100
H -0.269 2.474 1.499
H -3.865 -0.340 1.191
H -4.570 -1.320 3.025
H -4.638 0.024 3.911
H -4.501 1.853 0.474
H -5.923 1.143 1.215
H -5.746 3.445 2.000
H -5.486 2.353 3.348
H -4.108 3.178 2.617
C 2.731 3.347 -3.010
O 3.505 2.238 -2.605
C 4.821 2.566 -2.176
C 5.003 2.201 -0.720
N 4.190 3.059 0.128
C 4.165 2.679 1.534
C 3.512 1.348 1.889
O 2.118 1.317 1.641
C 1.732 0.896 0.343
H 1.774 2.962 -3.357
H 2.554 4.048 -2.186
H 3.210 3.891 -3.831
H 5.017 3.632 -2.326
H 5.530 1.998 -2.784
H 6.055 2.328 -0.448
H 4.758 1.134 -0.613
H 3.243 3.063 -0.230
H 3.639 3.464 2.082
H 5.195 2.667 1.907
H 3.636 1.191 2.964
H 3.999 0.505 1.383
H 2.431 0.161 -0.068
H 1.649 1.735 -0.355
H 0.748 0.438 0.430
C -1.625 -5.683 -3.680
O -0.826 -4.523 -3.773
C -1.561 -3.304 -3.747
C -1.189 -2.489 -2.529
N -1.653 -3.140 -1.314
C -1.201 -2.502 -0.082
C 0.290 -2.508 0.223
O 0.841 -3.786 0.480
C 1.317 -4.476 -0.657
H -0.958 -6.540 -3.760
H -2.161 -5.737 -2.726
H -2.357 -5.731 -4.492
H -2.636 -3.509 -3.750
H -1.317 -2.740 -4.651
H -1.657 -1.503 -2.603
H -0.099 -2.340 -2.549
H -1.342 -4.104 -1.324
H -1.711 -2.993 0.751
H -1.515 -1.456 -0.087
H 0.420 -1.925 1.140
H 0.864 -2.000 -0.562
H 1.717 -3.785 -1.405
H 0.542 -5.087 -1.130
H 2.119 -5.138 -0.328
*
```


Computed, not measured: a 3-piece molecular cluster, C19H49N2OPS overall, with ωB97M-V with the def2-TZVPD basis set.

Results
F_max = 0.0190 hartree/bohr
Kohn-Sham gap = 8.637 eV
Energy above the lowest of the compared OMol25 structures with the same formula, charge and spin = 0.0 kJ/mol
Energy = -45646.1148 eV
HOMO energy = -7.97 eV
LUMO = 0.67 eV

Structure (ORCA input):
```
! wB97M-V def2-TZVPD RIJCOSX def2/J DEFGRID3
* xyz 0 1
C 3.897 1.573 -0.683
C 3.227 2.790 -0.090
S 3.071 4.171 -1.250
C 1.452 3.999 -2.031
P -0.004 3.623 -0.864
C -1.512 3.212 0.219
C -2.659 2.689 -0.646
C -3.685 1.850 0.120
C -3.755 0.427 -0.371
O -4.090 0.382 -1.758
H 4.388 0.990 0.087
H 4.666 1.853 -1.392
H 3.189 0.930 -1.196
H 3.871 3.161 0.697
H 2.301 2.528 0.396
H 1.250 4.976 -2.452
H 1.438 3.288 -2.856
H 0.451 2.277 -0.710
H -0.886 3.996 -1.930
H 0.447 4.639 0.025
H -1.870 4.100 0.736
H -1.258 2.483 0.986
H -3.120 3.522 -1.154
H -2.215 2.074 -1.429
H -4.672 2.267 -0.050
H -3.488 1.859 1.185
H -4.533 -0.098 0.179
H -2.814 -0.097 -0.205
H -3.318 0.046 -2.243
C 7.246 2.440 2.484
C 6.189 2.115 3.528
N 5.671 0.764 3.432
C 4.477 0.551 4.232
C 4.597 0.659 5.758
C 6.662 -0.297 3.475
C 7.582 -0.376 4.700
H 6.870 2.257 1.476
H 7.517 3.494 2.551
H 8.159 1.861 2.626
H 5.351 2.802 3.377
H 6.597 2.338 4.527
H 4.065 -0.429 3.977
H 3.729 1.277 3.897
H 5.094 -0.207 6.192
H 3.600 0.709 6.200
H 5.134 1.556 6.066
H 7.289 -0.205 2.584
H 6.142 -1.250 3.352
H 7.968 0.603 4.988
H 8.442 -1.010 4.473
H 7.082 -0.812 5.563
C -4.200 -2.742 -4.739
C -5.003 -3.990 -4.404
N -4.982 -4.318 -2.991
C -5.500 -5.643 -2.698
C -6.979 -5.925 -2.988
C -5.407 -3.254 -2.098
C -6.813 -2.671 -2.286
H -3.174 -2.833 -4.379
H -4.170 -2.604 -5.821
H -4.641 -1.842 -4.309
H -4.565 -4.833 -4.945
H -6.026 -3.868 -4.796
H -5.296 -5.864 -1.647
H -4.899 -6.359 -3.267
H -7.637 -5.458 -2.256
H -7.163 -7.000 -2.942
H -7.275 -5.587 -3.981
H -4.690 -2.434 -2.185
H -5.300 -3.607 -1.069
H -7.046 -2.490 -3.336
H -6.881 -1.711 -1.770
H -7.586 -3.316 -1.870
*
```